Density functional theory data (ωB97M-V/def2-TZVPD) for one molecule with the formula C5H3NO.

Properties
**Relative energy (zero: lowest compared OMol25 entry of this formula, charge and spin)**: 3.8 kcal per mole
**Structure (SMILES)**: N#Cc1ccoc1
**HOMO energy**: -0.354 Eh
**F_max**: 1.107 eV/A
**Gap between HOMO and LUMO**: 10.42 eV
**Lowest unoccupied orbital energy**: 0.8 eV

CARTESIAN COORDINATES (ANGSTROEM)
1 N 3.164036 -0.117825 -0.323265
2 C 2.022190 -0.256207 -0.186692
3 C 0.611458 -0.130069 -0.019653
4 C -0.522015 -0.983011 -0.243512
5 C -1.603542 -0.196177 -0.038805
6 O -1.230828 1.063994 0.330103
7 C 0.114521 1.077146 0.353197
8 H -0.529549 -2.036730 -0.479509
9 H -2.662930 -0.389134 -0.139810
10 H 0.661437 1.918883 0.752838

Forces on atoms 1 to 2 (eV/Å):
N -1.00 -0.47 0.13
C 1.02 0.17 -0.09

Here are the Mulliken charges for atoms 1 to 4, given in e:
1. N -0.4489
2. C 0.1213
3. C 0.5132
4. C -0.5423